1.
{"formula": "C50H53N14O5", "method": "wB97M-V/def2-TZVPD", "species": ["C", "C", "O", "N", "C", "C", "O", "N", "C", "N", "C", "N", "N", "C", "O", "N", "C", "C", "C", "O", "O", "H", "H", "H", "H", "H", "H", "H", "H", "H", "H", "H", "H", "H", "N", "C", "C", "C", "C", "C", "H", "H", "H", "H", "H", "N", "C", "C", "C", "C", "C", "H", "H", "H", "H", "H", "N", "C", "C", "C", "C", "C", "H", "H", "H", "H", "H", "N", "C", "C", "C", "C", "C", "H", "H", "H", "H", "H", "N", "C", "C", "C", "C", "C", "H", "H", "H", "H", "H", "N", "C", "C", "C", "C", "C", "H", "H", "H", "H", "H", "N", "C", "C", "C", "C", "C", "H", "H", "H", "H", "H", "N", "C", "C", "C", "C", "C", "H", "H", "H", "H", "H"], "positions_angstrom": [[4.6773, -0.4567, 1.2548], [4.3514, -1.4169, 0.1165], [4.7693, -2.5194, 0.1118], [3.5236, -0.8649, -0.9883], [4.0855, -1.0877, -2.2917], [3.2207, -1.1456, -3.5311], [5.2639, -1.1857, -2.3820], [2.1925, -1.2695, -0.8813], [1.8459, -2.5310, -1.0153], [0.5620, -2.6760, -0.8648], [0.1156, -1.4434, -0.6302], [-1.1825, -1.2570, -0.4186], [-1.8308, -0.0096, -0.1484], [-1.7908, 0.1902, 1.0810], [-1.7865, 0.6901, 2.1173], [1.0671, -0.5193, -0.6365], [1.0486, 0.9213, -0.4408], [1.8467, 1.7374, -1.4697], [1.5050, 3.1969, -1.1853], [0.9706, 3.8698, -1.9986], [1.8572, 3.7174, 0.0250], [5.7274, -0.6108, 1.4581], [4.0683, -0.6528, 2.1301], [4.4932, 0.5420, 0.8711], [2.8622, -0.1644, -3.8325], [2.3793, -1.8282, -3.4393], [3.8308, -1.5187, -4.3414], [2.5365, -3.3347, -1.1973], [-1.7768, -2.0825, -0.4431], [0.0461, 1.3293, -0.4365], [1.4608, 1.1081, 0.5504], [2.9046, 1.6302, -1.2506], [1.6028, 1.4741, -2.4888], [1.5113, 3.1455, 0.7304], [1.2126, 2.2748, 2.8394], [2.4081, 1.7025, 2.9882], [2.8887, 1.2126, 4.1898], [2.0799, 1.3225, 5.3108], [0.8332, 1.9119, 5.1823], [0.4496, 2.3696, 3.9311], [3.0006, 1.6397, 2.0819], [3.8676, 0.7563, 4.2478], [2.4164, 0.9516, 6.2703], [0.1725, 2.0137, 6.0314], [-0.5190, 2.8342, 3.7825], [-1.1535, 6.5340, -4.7788], [-1.1784, 7.8635, -4.8566], [-0.5457, 8.7001, -3.9501], [0.1502, 8.1232, -2.9008], [0.1878, 6.7417, -2.8004], [-0.4773, 5.9969, -3.7631], [-1.7372, 8.2708, -5.6920], [-0.5980, 9.7741, -4.0646], [0.6571, 8.7418, -2.1709], [0.7183, 6.2532, -1.9982], [-0.4736, 4.9148, -3.7288], [2.1861, -5.2649, 0.2244], [1.7611, -4.8878, 1.4306], [1.5554, -5.7619, 2.4836], [1.8006, -7.1091, 2.2742], [2.2404, -7.5229, 1.0286], [2.4181, -6.5655, 0.0432], [1.5774, -3.8240, 1.5504], [1.2118, -5.3978, 3.4419], [1.6509, -7.8259, 3.0710], [2.4426, -8.5647, 0.8242], [2.7647, -6.8442, -0.9454], [2.1734, 5.5836, 7.4516], [1.6336, 6.7718, 7.7164], [0.7858, 7.4437, 6.8481], [0.4843, 6.8495, 5.6346], [1.0376, 5.6139, 5.3401], [1.8702, 5.0279, 6.2799], [1.8996, 7.2005, 8.6762], [0.3744, 8.4066, 7.1172], [-0.1723, 7.3411, 4.9283], [0.8271, 5.1170, 4.4027], [2.3237, 4.0607, 6.0963], [-4.1006, -2.4221, -1.2392], [-5.1382, -3.2538, -1.3489], [-6.4466, -2.8297, -1.5193], [-6.6954, -1.4673, -1.5738], [-5.6323, -0.5856, -1.4591], [-4.3631, -1.1147, -1.2973], [-4.8975, -4.3097, -1.2976], [-7.2500, -3.5463, -1.6086], [-7.7046, -1.0990, -1.7047], [-5.7835, 0.4848, -1.4955], [-3.4972, -0.4783, -1.2114], [-3.4740, 4.0765, 3.9520], [-4.6181, 4.1744, 4.6276], [-5.7240, 3.3719, 4.3892], [-5.6384, 2.4155, 3.3917], [-4.4571, 2.2999, 2.6780], [-3.4110, 3.1511, 2.9982], [-4.6408, 4.9379, 5.3968], [-6.6269, 3.4945, 4.9706], [-6.4794, 1.7695, 3.1740], [-4.3514, 1.5654, 1.8906], [-2.4652, 3.0972, 2.4695], [-8.2731, -4.4685, -4.0084], [-7.8163, -5.6901, -3.7348], [-8.3254, -6.8489, -4.2987], [-9.3732, -6.7347, -5.1969], [-9.8643, -5.4748, -5.4941], [-9.2805, -4.3799, -4.8765], [-6.9970, -5.7332, -3.0238], [-7.9120, -7.8140, -4.0402], [-9.8006, -7.6153, -5.6589], [-10.6814, -5.3423, -6.1895], [-9.6306, -3.3745, -5.0823], [9.1320, -2.8249, -4.1556], [9.6173, -4.0138, -4.5099], [9.1586, -5.2178, -3.9965], [8.1400, -5.1854, -3.0590], [7.6227, -3.9586, -2.6760], [8.1516, -2.8144, -3.2540], [10.4153, -3.9910, -5.2436], [9.5895, -6.1542, -4.3232], [7.7548, -6.1033, -2.6326], [6.8272, -3.8880, -1.9456], [7.7756, -1.8336, -2.9867]], "forces_ev_per_a": [[-0.475, 0.058, -1.472], [0.685, 0.824, 1.795], [-0.304, -0.885, -0.721], [-1.039, 0.174, -0.533], [-0.213, 0.131, -0.996], [-0.456, -0.173, 0.274], [1.056, 0.093, 0.466], [2.602, 0.132, -0.066], [-0.739, -0.719, 0.039], [-0.373, -0.724, -0.071], [-1.605, 0.292, 0.046], [-0.782, -0.194, -0.125], [1.222, -1.264, 0.533], [-0.261, 2.054, 0.261], [-0.015, -0.889, 0.050], [0.045, 0.343, -0.328], [0.966, 0.743, 0.222], [0.144, 0.061, 1.309], [0.058, -0.021, -0.026], [-0.205, 0.489, -0.718], [-0.261, -0.590, -0.274], [0.184, 0.064, 0.302], [-0.055, -0.124, 0.115], [0.153, 0.272, 0.337], [-0.118, 0.142, 0.187], [-0.203, 0.117, 0.045], [0.331, -0.022, 0.004], [0.266, -0.156, 0.069], [-0.258, 0.061, -0.317], [-0.356, -0.720, -0.108], [-0.030, 0.000, 0.111], [0.197, -0.170, -0.335], [-0.089, 0.134, -0.190], [0.245, 0.099, 0.597], [0.102, -0.121, -0.074], [-0.005, 0.028, -0.079], [-0.027, -0.018, -0.022], [-0.011, -0.078, 0.068], [0.087, -0.084, -0.119], [-0.299, 0.136, -0.192], [0.160, 0.033, 0.089], [0.019, 0.044, 0.003], [0.009, 0.020, -0.001], [-0.024, 0.058, -0.031], [0.003, 0.013, 0.126], [0.054, 0.073, 0.101], [-0.070, -0.080, -0.106], [0.012, -0.010, 0.022], [0.016, 0.033, 0.023], [-0.024, 0.138, -0.023], [-0.094, -0.019, -0.130], [0.018, 0.063, 0.015], [-0.017, -0.003, -0.022], [-0.001, 0.000, -0.004], [-0.008, -0.040, -0.012], [0.057, 0.000, 0.075], [0.005, -0.036, 0.136], [0.067, 0.013, -0.147], [-0.008, 0.031, 0.006], [-0.010, -0.077, 0.056], [-0.019, 0.037, 0.039], [0.053, 0.109, -0.184], [-0.036, -0.004, 0.098], [0.001, 0.016, -0.006], [0.000, 0.005, -0.002], [0.010, 0.007, -0.028], [0.000, -0.069, 0.020], [-0.074, 0.039, -0.080], [0.082, -0.055, 0.109], [0.010, -0.037, -0.024], [-0.071, 0.058, -0.067], [0.001, 0.012, 0.033], [0.077, -0.001, 0.105], [-0.039, 0.051, -0.011], [0.015, 0.001, 0.020], [0.001, -0.008, 0.003], [0.014, 0.006, -0.007], [0.006, 0.011, -0.080], [0.056, 0.093, 0.155], [0.116, -0.101, 0.046], [0.051, 0.040, 0.047], [-0.069, 0.008, 0.018], [-0.054, -0.109, -0.003], [-0.018, -0.107, -0.165], [-0.062, -0.012, -0.003], [0.008, 0.003, -0.078], [0.001, -0.020, -0.014], [0.031, -0.002, -0.025], [-0.331, 0.176, -0.195], [-0.038, -0.092, -0.013], [0.090, 0.097, 0.056], [0.040, -0.005, -0.029], [-0.079, -0.058, -0.018], [0.012, 0.044, 0.025], [0.041, 0.085, 0.033], [-0.060, -0.019, 0.019], [0.008, 0.022, 0.010], [0.001, 0.008, 0.000], [-0.032, 0.016, -0.009], [-0.047, -0.010, -0.083], [-0.062, -0.140, -0.002], [0.038, 0.137, 0.039], [0.005, 0.006, 0.004], [-0.042, -0.073, -0.047], [0.032, -0.015, 0.015], [0.053, 0.151, 0.054], [0.013, -0.080, -0.013], [0.011, 0.010, 0.016], [0.002, 0.003, 0.004], [0.002, 0.027, 0.002], [-0.051, -0.025, -0.040], [-0.048, -0.142, 0.054], [0.052, 0.120, -0.063], [-0.019, 0.015, 0.016], [-0.040, -0.073, 0.033], [-0.002, -0.018, -0.025], [0.049, 0.160, -0.042], [0.003, -0.067, -0.002], [0.020, 0.013, -0.012], [0.011, 0.001, -0.001], [0.007, 0.036, 0.004], [-0.059, -0.034, 0.046]], "mulliken_charge": [-1.15, 0.63, -0.41, -0.29, 0.57, -1.04, -0.45, 0.60, -0.30, -0.70, 0.46, 0.10, -0.73, 0.80, -0.31, 0.03, -0.40, 0.19, -0.04, -0.40, -0.49, 0.45, 0.17, 0.35, 0.25, 0.33, 0.40, 0.73, 0.25, 0.72, -0.17, 0.20, 0.39, 0.38, -0.06, -0.36, -1.01, -0.32, -0.81, -0.61, 0.77, 0.50, 0.44, 0.48, 0.87, -0.52, -0.30, -0.25, -0.53, -0.09, -0.26, 0.36, 0.36, 0.39, 0.35, 0.47, -0.04, -0.01, -0.87, -0.11, -0.64, -0.18, 0.29, 0.37, 0.39, 0.39, 0.38, -0.55, -0.30, -0.27, -0.63, 0.05, -0.30, 0.36, 0.38, 0.39, 0.39, 0.48, -0.33, -0.34, -0.21, -0.34, -0.78, -0.11, 0.39, 0.32, 0.42, 0.40, 0.60, -0.43, -0.30, -0.33, -0.41, -0.32, -0.23, 0.37, 0.37, 0.40, 0.28, 0.58, -0.33, 0.09, -0.62, -0.17, -0.44, -0.20, 0.25, 0.35, 0.37, 0.35, 0.35, -0.53, -0.28, -0.26, -0.47, -0.15, -0.32, 0.36, 0.37, 0.37, 0.40, 0.49], "e_lumo_ev": -2.9, "total_charge": 1}

2.
{"formula": "C50H54BF3NO2P", "method": "wB97M-V/def2-TZVPD", "species": ["C", "B", "C", "F", "F", "F", "P", "N", "O", "O", "H", "H", "H", "H", "H", "H", "C", "C", "C", "C", "C", "C", "H", "H", "H", "H", "H", "H", "C", "C", "C", "C", "C", "C", "H", "H", "H", "H", "H", "H", "C", "C", "C", "C", "C", "C", "H", "H", "H", "H", "H", "H", "C", "C", "C", "C", "C", "C", "H", "H", "H", "H", "H", "H", "C", "C", "C", "C", "C", "C", "H", "H", "H", "H", "H", "H", "C", "C", "C", "C", "C", "C", "H", "H", "H", "H", "H", "H", "C", "C", "C", "C", "C", "C", "H", "H", "H", "H", "H", "H", "C", "C", "C", "C", "C", "C", "H", "H", "H", "H", "H", "H"], "positions_angstrom": [[0.6894, -0.7040, -0.9797], [-0.1086, -2.0102, -1.1803], [0.5415, -3.4499, -1.4596], [0.1883, -4.2922, -0.5244], [0.1018, -3.9431, -2.6039], [1.8487, -3.4725, -1.5315], [-2.0172, -1.9035, -1.0381], [-2.3808, -1.8635, 0.4738], [-2.6911, -3.1470, -1.8034], [-2.4562, -0.5384, -1.7736], [1.5781, -0.8497, -0.3866], [0.9509, -0.2633, -1.9312], [0.0756, 0.0232, -0.4772], [-2.9883, -2.6546, 0.6602], [-3.5797, -2.8772, -2.0890], [-1.9994, -0.5233, -2.6323], [-6.3105, 1.5864, 2.6788], [-6.5518, 2.5822, 1.7426], [-5.7509, 2.6806, 0.6131], [-4.7060, 1.7863, 0.4225], [-4.4566, 0.7970, 1.3637], [-5.2619, 0.6967, 2.4904], [-6.9388, 1.5038, 3.5562], [-7.3654, 3.2808, 1.8928], [-5.9417, 3.4548, -0.1194], [-4.0828, 1.8599, -0.4598], [-3.6405, 0.1007, 1.2114], [-5.0712, -0.0781, 3.2236], [0.7146, -4.6250, -6.9266], [-0.1246, -4.2965, -5.8730], [-1.4290, -3.8968, -6.1246], [-1.8919, -3.8275, -7.4319], [-1.0475, -4.1494, -8.4861], [0.2589, -4.5460, -8.2342], [1.7323, -4.9343, -6.7242], [0.2389, -4.3553, -4.8585], [-2.0857, -3.6436, -5.3012], [-2.9109, -3.5207, -7.6299], [-1.4070, -4.0873, -9.5050], [0.9202, -4.7904, -9.0554], [3.7371, -2.3967, -4.1717], [5.1022, -2.2150, -3.9983], [5.9193, -2.0027, -5.0986], [5.3714, -1.9775, -6.3745], [4.0076, -2.1666, -6.5483], [3.1911, -2.3726, -5.4453], [3.0982, -2.5566, -3.3131], [5.5282, -2.2379, -3.0025], [6.9834, -1.8574, -4.9634], [6.0085, -1.8108, -7.2333], [3.5800, -2.1523, -7.5428], [2.1265, -2.5194, -5.5760], [-5.8811, 2.0742, 7.8650], [-6.6094, 3.1431, 8.3676], [-6.9203, 4.2180, 7.5471], [-6.5000, 4.2257, 6.2244], [-5.7652, 3.1604, 5.7239], [-5.4571, 2.0843, 6.5439], [-5.6439, 1.2328, 8.5035], [-6.9358, 3.1379, 9.3996], [-7.4911, 5.0502, 7.9386], [-6.7450, 5.0627, 5.5831], [-5.4327, 3.1677, 4.6950], [-4.8868, 1.2514, 6.1519], [6.0463, -2.4419, 1.4288], [6.5062, -1.4995, 2.3383], [7.4039, -0.5226, 1.9317], [7.8430, -0.4872, 0.6154], [7.3884, -1.4321, -0.2919], [6.4891, -2.4095, 0.1147], [5.3437, -3.2021, 1.7449], [6.1654, -1.5275, 3.3651], [7.7609, 0.2131, 2.6408], [8.5400, 0.2771, 0.2974], [7.7346, -1.4077, -1.3175], [6.1343, -3.1480, -0.5941], [-2.5602, -1.8674, 4.2089], [-2.9348, -1.0656, 5.2780], [-3.0782, -1.6156, 6.5440], [-2.8498, -2.9701, 6.7406], [-2.4812, -3.7735, 5.6707], [-2.3354, -3.2221, 4.4053], [-2.4446, -1.4369, 3.2209], [-3.1131, -0.0087, 5.1225], [-3.3673, -0.9884, 7.3781], [-2.9590, -3.3997, 7.7281], [-2.3071, -4.8309, 5.8235], [-2.0461, -3.8478, 3.5705], [4.5396, 1.2015, 0.0679], [3.9701, 2.4602, -0.0665], [3.2535, 2.7817, -1.2113], [3.1089, 1.8443, -2.2239], [3.6847, 0.5877, -2.0921], [4.3986, 0.2652, -0.9471], [5.0935, 0.9479, 0.9621], [4.0838, 3.1923, 0.7231], [2.8067, 3.7624, -1.3127], [2.5478, 2.0929, -3.1163], [3.5771, -0.1438, -2.8810], [4.8454, -0.7133, -0.8450], [1.9893, 6.2700, 0.3242], [1.0987, 6.5121, 1.3598], [-0.2096, 6.8786, 1.0788], [-0.6265, 7.0068, -0.2381], [0.2659, 6.7720, -1.2741], [1.5733, 6.4025, -0.9934], [3.0088, 5.9783, 0.5436], [1.4242, 6.4143, 2.3873], [-0.9049, 7.0642, 1.8870], [-1.6477, 7.2906, -0.4572], [-0.0579, 6.8766, -2.3016], [2.2692, 6.2179, -1.8022]], "forces_ev_per_a": [[-0.553, -0.551, 0.586], [-0.187, 0.215, -0.265], [-0.841, 1.574, 0.220], [-0.557, -1.412, 1.692], [-0.652, -0.533, -1.715], [2.095, 0.157, 0.014], [0.233, -0.164, 1.068], [0.142, 0.097, -0.318], [-0.306, 0.537, -0.696], [0.132, -0.448, -0.546], [0.569, -0.028, -0.047], [0.318, 0.063, -0.479], [-0.283, 0.471, 0.225], [0.009, -0.031, 0.459], [0.061, -0.359, -0.005], [-0.233, 0.398, 0.000], [-0.042, -0.045, -0.013], [-0.027, 0.021, -0.011], [0.016, 0.010, -0.016], [-0.028, 0.048, 0.013], [0.077, -0.040, -0.008], [0.008, -0.009, 0.026], [-0.012, 0.001, 0.004], [-0.012, -0.005, -0.003], [-0.005, 0.007, -0.001], [0.016, -0.011, 0.000], [-0.023, -0.017, 0.003], [-0.003, -0.014, -0.010], [0.129, -0.006, -0.038], [-0.028, -0.010, -0.001], [-0.031, 0.016, -0.030], [0.005, 0.017, -0.004], [-0.013, 0.025, -0.004], [-0.048, 0.014, -0.001], [0.007, -0.007, -0.012], [0.008, -0.026, 0.042], [-0.001, -0.024, 0.010], [-0.004, 0.003, -0.007], [-0.010, -0.006, -0.006], [-0.006, -0.023, -0.004], [0.022, -0.036, 0.049], [0.032, -0.026, 0.029], [0.009, 0.000, -0.012], [-0.001, -0.007, -0.004], [0.023, 0.019, -0.031], [-0.098, 0.001, -0.007], [0.032, -0.031, -0.006], [0.004, 0.024, 0.008], [0.007, 0.002, -0.002], [0.006, -0.003, -0.005], [-0.009, 0.005, -0.003], [0.004, 0.010, -0.043], [0.011, -0.020, 0.009], [-0.014, -0.001, 0.028], [-0.019, 0.015, -0.002], [-0.006, 0.008, 0.018], [0.041, 0.047, -0.008], [0.007, -0.025, 0.000], [0.005, -0.002, 0.007], [-0.008, -0.003, 0.004], [-0.004, 0.003, 0.005], [0.010, 0.009, -0.003], [0.016, 0.006, -0.013], [-0.011, -0.010, -0.011], [-0.032, -0.020, 0.002], [-0.012, 0.016, 0.028], [0.010, 0.004, 0.015], [0.033, 0.015, 0.000], [0.031, -0.088, -0.009], [0.104, -0.047, -0.013], [-0.001, -0.006, 0.003], [-0.009, 0.003, 0.004], [0.003, 0.003, 0.005], [0.003, 0.005, -0.004], [-0.008, 0.015, -0.009], [-0.002, -0.012, 0.005], [-0.016, 0.098, -0.123], [-0.011, 0.015, 0.024], [-0.016, 0.021, 0.014], [-0.007, -0.017, 0.020], [0.006, -0.020, 0.001], [-0.007, -0.027, 0.009], [0.012, -0.035, -0.017], [0.030, 0.011, -0.014], [0.003, 0.005, 0.009], [-0.006, -0.005, 0.004], [0.005, -0.006, 0.006], [0.013, 0.007, -0.010], [-0.009, 0.020, 0.043], [-0.009, 0.001, 0.011], [-0.018, 0.041, -0.006], [0.020, -0.012, 0.000], [0.000, 0.062, -0.023], [-0.085, 0.029, -0.070], [0.022, -0.018, -0.002], [-0.016, 0.000, 0.010], [-0.024, -0.003, 0.019], [0.012, 0.013, -0.018], [0.010, 0.025, -0.043], [-0.029, 0.026, 0.016], [0.022, -0.008, -0.018], [0.012, -0.016, 0.035], [-0.018, 0.008, 0.016], [-0.019, 0.011, -0.002], [-0.012, -0.009, -0.036], [0.027, -0.013, -0.003], [0.011, 0.012, -0.001], [-0.002, -0.010, 0.006], [-0.004, -0.004, 0.006], [-0.005, 0.005, -0.001], [-0.003, -0.001, -0.007], [0.007, 0.015, -0.008]], "mulliken_charge": [-0.91, -0.08, 0.78, -0.29, -0.30, -0.21, 0.39, -0.32, -0.55, -0.44, 0.34, 0.42, 0.32, 0.19, 0.33, 0.33, -0.60, -0.46, -0.41, -0.49, -0.10, -0.40, 0.52, 0.38, 0.38, 0.40, 0.34, 0.43, -0.50, -0.45, -0.40, -0.43, -0.41, -0.44, 0.47, 0.65, 0.43, 0.37, 0.36, 0.38, -0.52, -0.03, -0.65, -0.40, -0.63, -0.42, 0.56, 0.43, 0.39, 0.37, 0.41, 0.52, -0.47, -0.37, -0.45, -0.43, -0.47, -0.01, 0.37, 0.36, 0.36, 0.37, 0.50, 0.23, -0.36, -0.38, -0.52, -0.37, -0.22, -0.48, 0.40, 0.38, 0.39, 0.38, 0.36, 0.46, -0.46, -0.46, -0.33, -0.41, -0.41, -0.40, 0.45, 0.50, 0.37, 0.36, 0.36, 0.40, -0.46, -0.44, -0.07, -0.53, -0.49, -0.15, 0.34, 0.38, 0.16, 0.43, 0.37, 0.38, -0.28, -0.40, -0.39, -0.41, -0.40, -0.39, 0.39, 0.36, 0.37, 0.37, 0.37, 0.45], "smiles": "CB(C(F)(F)F)P(=N)(O)O.c1ccccc1.c1ccccc1.c1ccccc1.c1ccccc1.c1ccccc1.c1ccccc1.c1ccccc1.c1ccccc1", "e_lumo_ev": -0.7}

Calculated E_tot in order - -3079.515796 -2808.738181 hartree
Calculated highest occupied orbital energy in order - -10.72 -9.05 eV
Calculated HOMO-LUMO gap in order - 7.8 8.3 eV